Entry 1:
C20H25FN4O2 in the gas phase. Source: OMol25; level of theory: ωB97M-V/def2-TZVPD.

The value obtained for the lowest unoccupied orbital energy is 0.56 eV. Its SMILES is Cc1nccn1CCCNC(=O)[C@@H]1CCC(=O)N(Cc2ccccc2F)C1. The molar mass is 372.4 g mol⁻¹.

Positions of all 52 atoms, in Å:
C (-1.03, 3.16, 3.38)
C (0.39, 3.46, 3.06)
N (1.28, 3.85, 3.93)
C (2.43, 4.06, 3.24)
C (2.23, 3.79, 1.92)
N (0.92, 3.40, 1.80)
C (0.29, 2.98, 0.58)
H (0.34, 3.80, -0.15)
C (0.98, 1.74, 0.00)
H (2.04, 1.94, -0.11)
H (0.57, 1.55, -1.00)
C (0.78, 0.49, 0.87)
N (-0.28, -0.37, 0.39)
C (-1.58, -0.14, 0.65)
O (-1.98, 0.79, 1.32)
C (-2.54, -1.18, 0.07)
C (-2.32, -1.40, -1.44)
N (-1.41, -2.48, -1.73)
C (-1.57, -3.69, -1.15)
O (-0.89, -4.65, -1.44)
C (-2.64, -3.69, -0.08)
C (-2.41, -2.50, 0.85)
H (-1.41, -2.58, 1.28)
H (-3.12, -2.52, 1.67)
H (-2.57, -4.63, 0.47)
H (-3.62, -3.63, -0.54)
C (-0.51, -2.35, -2.87)
C (0.80, -1.71, -2.49)
C (1.19, -0.48, -3.00)
C (2.39, 0.12, -2.67)
C (3.23, -0.53, -1.79)
C (2.86, -1.75, -1.24)
C (1.66, -2.33, -1.60)
H (1.38, -3.30, -1.20)
H (3.52, -2.26, -0.56)
H (4.18, -0.08, -1.52)
H (2.65, 1.07, -3.11)
F (0.36, 0.18, -3.85)
H (-0.31, -3.37, -3.22)
H (-1.00, -1.79, -3.67)
H (-3.29, -1.60, -1.91)
H (-1.93, -0.48, -1.90)
H (-3.54, -0.77, 0.20)
H (-0.03, -1.12, -0.23)
H (0.55, 0.79, 1.89)
H (1.70, -0.11, 0.88)
H (-0.76, 2.75, 0.79)
H (2.88, 3.86, 1.07)
H (3.32, 4.40, 3.73)
H (-1.36, 2.22, 2.94)
H (-1.13, 3.11, 4.46)
H (-1.67, 3.96, 3.01)

***

Entry 2:
A 2-piece molecular cluster, C20H25N2O overall in a non-equilibrium geometry. Source: OMol25; level of theory: ωB97M-V/def2-TZVPD.

The total charge is +1. The value obtained for the lowest unoccupied orbital energy is -4.55 eV. The molar mass is 309.4 g mol⁻¹.

Positions of all 48 atoms, in Å:
C (-5.23, 0.08, 1.84)
C (-4.80, 1.36, 2.20)
C (-3.45, 1.63, 2.36)
C (-2.48, 0.62, 2.11)
C (-1.08, 0.94, 2.13)
C (-0.08, 0.00, 2.12)
N (1.22, 0.31, 1.99)
C (2.13, -0.82, 1.86)
C (3.57, -0.41, 2.13)
O (3.87, 0.87, 1.56)
C (3.07, 1.92, 2.12)
C (1.59, 1.71, 1.88)
C (-2.94, -0.70, 1.82)
C (-4.30, -0.95, 1.67)
H (-6.29, -0.12, 1.70)
H (-5.53, 2.16, 2.39)
H (-3.08, 2.61, 2.69)
H (-0.83, 1.99, 2.26)
H (-0.28, -1.06, 2.27)
H (1.84, -1.58, 2.59)
H (2.07, -1.27, 0.85)
H (3.74, -0.44, 3.22)
H (4.25, -1.09, 1.60)
H (3.22, 2.03, 3.21)
H (3.41, 2.82, 1.59)
H (1.30, 2.12, 0.89)
H (1.06, 2.30, 2.65)
H (-2.19, -1.49, 1.73)
H (-4.61, -1.97, 1.43)
C (0.26, 1.70, -2.87)
N (-0.17, 0.35, -2.43)
C (0.46, -0.81, -3.02)
C (0.07, -1.29, -4.29)
C (0.73, -2.39, -4.86)
C (1.80, -3.00, -4.19)
C (2.22, -2.49, -2.96)
C (1.56, -1.40, -2.38)
C (-1.10, 0.33, -1.49)
H (1.10, 1.59, -3.57)
H (-0.57, 2.21, -3.36)
H (0.57, 2.30, -1.99)
H (-0.75, -0.80, -4.82)
H (0.39, -2.78, -5.82)
H (2.29, -3.87, -4.62)
H (3.06, -2.94, -2.43)
H (1.91, -0.96, -1.43)
H (-1.51, -0.63, -1.16)
H (-1.48, 1.29, -1.17)

***

Entry 3:
C20H25N2O3 as an isolated structure in a non-equilibrium geometry. Source: OMol25; level of theory: ωB97M-V/def2-TZVPD.

The total charge is +1. The value obtained for the lowest unoccupied orbital energy is -3.44 eV. The molar mass is 341.4 g mol⁻¹.

Positions of all 50 atoms, in Å:
O (-2.19, 3.68, -5.97)
N (-2.11, 3.18, -5.00)
O (-2.83, 2.18, -4.76)
C (-1.14, 3.61, -3.95)
C (-1.03, 3.11, -2.62)
C (-0.34, 3.53, -1.56)
C (0.58, 4.49, -1.80)
C (0.76, 4.85, -3.38)
C (-0.16, 4.40, -4.31)
H (-0.15, 4.91, -5.29)
H (1.29, 5.51, -3.64)
H (1.36, 4.63, -1.34)
O (-0.34, 3.02, -0.38)
C (0.25, 3.25, 0.60)
C (1.62, 2.23, 0.57)
N (0.88, 0.92, 0.57)
H (0.15, 1.18, -0.01)
C (1.80, 0.03, -0.23)
C (1.07, -1.29, -0.81)
H (1.64, -1.95, -1.15)
C (0.71, -2.06, 0.62)
C (-0.39, -1.09, 1.55)
C (0.44, 0.23, 1.69)
H (-0.22, 0.96, 2.39)
H (1.53, -0.12, 2.06)
H (-0.51, -1.41, 2.33)
H (-1.02, -0.68, 1.01)
H (1.43, -2.33, 1.10)
C (-0.21, -3.27, 0.46)
C (-0.54, -3.94, 1.63)
C (-1.83, -4.02, 2.01)
C (-1.99, -4.68, 3.25)
C (-1.17, -5.33, 3.92)
C (0.25, -5.37, 3.51)
C (0.50, -4.73, 2.33)
H (1.30, -4.85, 1.74)
H (1.04, -6.02, 3.84)
H (-1.59, -5.78, 5.00)
H (-3.15, -4.61, 3.67)
H (-2.71, -3.52, 1.64)
H (-1.14, -2.86, -0.14)
H (0.23, -3.97, -0.14)
H (0.24, -1.13, -1.18)
H (2.20, 0.54, -1.13)
H (2.74, -0.34, 0.25)
H (2.20, 2.65, -0.29)
H (2.13, 2.46, 1.57)
H (-0.20, 3.33, 1.58)
H (0.71, 4.23, 0.49)
H (-2.10, 2.23, -2.30)

***

Entry 4:
C20H25N3O3 in the gas phase in a non-equilibrium geometry. Source: OMol25; level of theory: ωB97M-V/def2-TZVPD.

The value obtained for the lowest unoccupied orbital energy is 0.06 eV. Its SMILES is Cc1ccccc1OCCNc1cc(N2CCCCC2)ccc1[N+](=O)[O-]. The molar mass is 355.4 g mol⁻¹.

Positions of all 51 atoms, in Å:
C (1.12, 4.30, -1.50)
C (2.12, 3.23, -1.81)
C (3.45, 3.33, -1.42)
C (4.36, 2.33, -1.71)
C (3.95, 1.21, -2.41)
C (2.62, 1.09, -2.81)
C (1.71, 2.09, -2.51)
O (0.39, 2.08, -2.87)
C (-0.22, 0.87, -3.27)
C (-0.35, -0.12, -2.11)
N (-0.93, 0.56, -0.99)
C (-1.24, 0.02, 0.20)
C (-1.16, -1.37, 0.40)
C (-1.51, -1.99, 1.60)
N (-1.49, -3.35, 1.75)
C (-1.20, -4.24, 0.64)
H (-1.58, -3.81, -0.29)
C (0.29, -4.56, 0.56)
C (0.73, -5.20, 1.88)
C (0.35, -4.29, 3.05)
H (0.60, -4.77, 3.99)
H (0.91, -3.36, 2.98)
C (-1.14, -3.97, 3.01)
H (-1.40, -3.32, 3.84)
H (-1.72, -4.90, 3.10)
H (1.81, -5.37, 1.87)
H (0.24, -6.17, 1.99)
H (0.48, -5.24, -0.27)
H (0.85, -3.64, 0.39)
H (-1.76, -5.17, 0.83)
C (-1.97, -1.16, 2.65)
C (-2.04, 0.19, 2.49)
C (-1.67, 0.82, 1.29)
N (-1.73, 2.21, 1.26)
O (-2.10, 2.82, 2.25)
O (-1.40, 2.81, 0.22)
H (-2.39, 0.82, 3.30)
H (-2.30, -1.59, 3.58)
H (-0.79, -1.96, -0.42)
H (-0.92, 1.58, -1.02)
H (-0.99, -0.95, -2.43)
H (0.64, -0.52, -1.84)
H (-1.22, 1.17, -3.60)
H (0.30, 0.41, -4.11)
H (2.33, 0.21, -3.36)
H (4.65, 0.43, -2.65)
H (5.39, 2.43, -1.40)
H (3.77, 4.21, -0.88)
H (1.59, 5.13, -0.98)
H (0.32, 3.91, -0.88)
H (0.67, 4.67, -2.42)

***

Entry 5:
C20H25N3O4 as an isolated structure in a non-equilibrium geometry. Source: OMol25; level of theory: ωB97M-V/def2-TZVPD.

The value obtained for the lowest unoccupied orbital energy is 0.56 eV. The molar mass is 371.4 g mol⁻¹.

Positions of all 52 atoms, in Å:
C (5.94, 2.27, 1.86)
N (5.63, 1.25, 0.83)
C (6.38, 0.27, 0.54)
O (7.34, -0.12, 1.06)
C (5.61, -0.93, -0.64)
O (4.42, -1.55, 0.11)
C (3.11, -1.34, -0.17)
C (2.29, -2.20, -0.26)
O (0.95, -2.14, -0.51)
C (0.56, -1.10, -0.99)
C (1.24, 0.22, -1.21)
C (2.60, 0.16, -0.98)
O (3.40, 0.90, -1.12)
H (0.88, 0.99, -1.63)
C (-0.95, -1.14, -1.44)
N (-1.64, 0.14, -1.05)
C (-2.83, 0.07, -1.78)
C (-3.43, 1.62, -1.68)
N (-3.38, 2.31, -0.48)
C (-2.27, 2.04, 0.41)
C (-1.76, 0.56, 0.13)
H (-0.84, 0.62, 0.85)
H (-2.39, -0.02, 0.81)
H (-2.43, 2.34, 1.51)
H (-1.50, 2.82, -0.41)
C (-4.64, 2.01, 0.30)
C (-5.04, 0.38, 0.71)
C (-5.75, -0.10, -0.17)
C (-6.13, -1.61, 0.32)
C (-5.57, -2.12, 1.49)
C (-4.88, -1.15, 2.23)
C (-4.65, 0.03, 1.80)
H (-4.04, 0.73, 2.63)
H (-4.57, -1.77, 3.21)
H (-5.84, -3.17, 1.69)
H (-6.58, -2.00, -0.42)
H (-6.12, 0.14, -1.25)
H (-4.67, 2.63, 1.47)
H (-5.54, 2.42, -0.31)
H (-4.49, 1.86, -2.15)
H (-2.61, 2.24, -2.15)
H (-2.87, 0.03, -2.64)
H (-3.68, -0.51, -1.34)
H (-1.09, -1.59, -2.33)
H (-1.51, -1.84, -0.74)
H (2.78, -3.23, 0.29)
H (5.39, -0.29, -1.34)
H (6.45, -1.66, -0.72)
H (4.68, 1.52, 0.16)
H (6.68, 2.00, 2.29)
H (6.08, 3.27, 1.22)
H (5.15, 2.45, 2.49)

***

Entry 6:
C20H25N3O7S as an isolated structure in a non-equilibrium geometry. Source: OMol25; level of theory: ωB97M-V/def2-TZVPD.

The value obtained for the lowest unoccupied orbital energy is -0.93 eV. The molar mass is 451.5 g mol⁻¹.

Positions of all 56 atoms, in Å:
C (-8.42, -0.08, 1.30)
O (-7.25, 0.16, 2.09)
C (-6.03, 0.58, 1.44)
C (-5.47, -0.74, 0.74)
N (-4.17, -0.55, 0.17)
C (-3.96, -0.19, -0.91)
O (-4.79, -0.33, -1.71)
C (-2.51, 0.34, -1.34)
C (-2.21, 0.54, -2.61)
N (-0.89, 0.85, -2.93)
C (0.02, 1.32, -2.00)
C (1.25, 1.58, -2.56)
C (2.39, 1.49, -1.65)
C (2.12, 1.61, -0.14)
C (0.83, 1.19, 0.14)
C (-0.26, 0.94, -0.52)
C (-1.47, 0.37, -0.11)
O (-1.75, 0.30, 1.12)
H (0.73, 1.23, 1.26)
S (3.44, 1.70, 1.09)
O (4.48, 2.37, 0.23)
O (2.84, 2.23, 2.38)
N (4.02, 0.23, 1.30)
C (3.16, -0.70, 2.24)
C (3.08, -1.98, 1.23)
H (4.08, -2.71, 1.62)
H (2.28, -2.86, 1.96)
C (2.87, -1.93, -0.07)
C (3.89, -1.38, -0.64)
C (4.85, -0.55, 0.29)
H (5.57, -1.04, 0.65)
H (5.30, 0.26, -0.43)
H (4.62, -2.05, -1.23)
H (3.49, -0.83, -1.53)
O (1.57, -1.52, -0.33)
C (0.63, -2.24, -0.26)
H (0.07, -2.41, 0.48)
C (1.35, -3.76, -0.21)
H (1.07, -4.26, -1.38)
O (2.59, -3.26, -0.49)
H (1.29, -4.52, 0.54)
H (-0.24, -2.17, -0.88)
H (3.58, -0.86, 3.10)
H (2.19, -0.44, 2.21)
H (3.26, 2.01, -1.91)
H (1.70, 1.55, -3.53)
H (-0.65, 0.91, -3.86)
H (-2.78, 0.21, -3.24)
H (-3.44, -0.09, 0.91)
H (-5.61, -1.48, 1.51)
H (-6.06, -0.94, -0.17)
H (-6.31, 1.35, 0.69)
H (-5.35, 0.91, 2.17)
H (-9.30, -0.23, 1.93)
H (-8.23, -1.08, 0.78)
H (-8.55, 0.84, 0.71)

***

Entry 7:
A 5-piece molecular cluster, C20H25N5 overall in a non-equilibrium geometry. Source: OMol25; level of theory: ωB97M-V/def2-TZVPD.

The value obtained for the lowest unoccupied orbital energy is 0.58 eV. Its SMILES is c1cc[nH]c1.c1cc[nH]c1.c1cc[nH]c1.c1cc[nH]c1.c1cc[nH]c1. The molar mass is 335.5 g mol⁻¹.

Positions of all 50 atoms, in Å:
N (2.13, -5.06, 0.78)
C (1.98, -6.44, 0.89)
C (0.55, -6.60, 0.98)
C (-0.17, -5.30, 0.63)
C (0.99, -4.32, 0.68)
H (3.05, -4.62, 0.63)
H (2.96, -6.90, 1.02)
H (0.14, -7.52, 1.07)
H (-1.14, -5.06, 0.59)
H (1.00, -3.36, 0.42)
N (2.52, 2.79, 0.89)
C (3.57, 2.08, 0.21)
C (4.06, 1.02, 1.24)
C (3.37, 1.24, 2.62)
C (2.38, 2.32, 2.20)
H (2.19, 3.78, 0.55)
H (3.87, 2.39, -0.71)
H (4.83, 0.49, 0.97)
H (3.55, 0.62, 3.44)
H (1.57, 2.96, 2.76)
N (0.81, 0.07, 0.64)
C (0.35, -0.79, 1.64)
C (-0.99, -1.44, 1.06)
C (-1.15, -0.95, -0.32)
C (-0.05, 0.02, -0.56)
H (1.42, 0.90, 0.87)
H (0.96, -0.78, 2.44)
H (-1.57, -2.00, 1.61)
H (-1.71, -1.32, -1.23)
H (-0.03, 0.57, -1.63)
N (-2.05, 1.71, 1.61)
C (-3.26, 1.93, 0.94)
C (-3.73, 3.30, 1.52)
C (-2.69, 3.71, 2.54)
C (-1.61, 2.66, 2.42)
H (-1.38, 0.82, 1.56)
H (-3.33, 1.34, 0.18)
H (-4.64, 3.71, 1.20)
H (-2.71, 4.55, 3.00)
H (-0.69, 2.49, 3.03)
N (-1.61, 2.16, -5.32)
C (-2.06, 2.57, -4.15)
C (-1.80, 1.47, -3.19)
C (-1.05, 0.45, -3.92)
C (-1.00, 0.88, -5.31)
H (-1.76, 2.62, -6.39)
H (-2.42, 3.45, -4.02)
H (-2.14, 1.40, -2.13)
H (-0.75, -0.50, -3.50)
H (-0.78, 0.49, -6.43)

***

Entry 8:
C20H25N5O4S2 in the gas phase in a non-equilibrium geometry. Source: OMol25; level of theory: ωB97M-V/def2-TZVPD.

The value obtained for the lowest unoccupied orbital energy is -0.45 eV. Its SMILES is CCN(CC)S(=O)(=O)c1ccc(N2CCN(S(=O)(=O)c3ccccc3C#N)CC2)nc1. The molar mass is 463.6 g mol⁻¹.

Positions of all 56 atoms, in Å:
C (6.71, 2.29, 1.69)
H (6.33, 3.26, 1.38)
H (7.67, 2.11, 1.21)
C (5.73, 1.18, 1.32)
N (5.65, 0.97, -0.11)
S (5.41, -0.58, -0.63)
O (6.19, -1.44, 0.22)
O (5.63, -0.60, -2.04)
C (3.68, -0.94, -0.33)
C (2.75, -0.82, -1.34)
N (1.46, -1.02, -1.15)
C (1.01, -1.37, 0.06)
N (-0.32, -1.63, 0.15)
C (-1.06, -1.64, 1.40)
H (-1.87, -2.37, 1.31)
C (-1.67, -0.26, 1.65)
N (-2.51, 0.07, 0.52)
S (-3.61, 1.31, 0.72)
O (-3.14, 2.54, 0.14)
O (-4.02, 1.31, 2.09)
C (-4.97, 0.71, -0.29)
C (-5.58, 1.56, -1.19)
C (-6.67, 1.10, -1.92)
C (-7.13, -0.19, -1.75)
C (-6.51, -1.04, -0.84)
C (-5.42, -0.59, -0.10)
C (-4.78, -1.46, 0.81)
N (-4.32, -2.25, 1.50)
H (-6.87, -2.05, -0.70)
H (-7.98, -0.55, -2.32)
H (-7.15, 1.76, -2.63)
H (-5.20, 2.56, -1.30)
C (-1.80, 0.09, -0.75)
H (-1.02, 0.85, -0.75)
C (-1.18, -1.30, -0.96)
H (-1.97, -2.05, -1.02)
H (-0.58, -1.31, -1.87)
H (-2.52, 0.32, -1.53)
H (-0.87, 0.48, 1.77)
H (-2.30, -0.26, 2.53)
H (-0.42, -1.93, 2.23)
C (1.90, -1.54, 1.14)
C (3.25, -1.32, 0.93)
H (3.97, -1.45, 1.72)
H (1.56, -1.84, 2.12)
H (3.05, -0.55, -2.34)
C (5.14, 2.03, -0.95)
C (3.74, 2.53, -0.59)
H (3.42, 3.25, -1.33)
H (3.74, 3.01, 0.38)
H (3.03, 1.71, -0.58)
H (5.15, 1.61, -1.96)
H (5.85, 2.87, -0.92)
H (6.10, 0.23, 1.72)
H (4.74, 1.38, 1.76)
H (6.85, 2.30, 2.77)

***

Entry 9:
C20H25N5OS in the gas phase in a non-equilibrium geometry. Source: OMol25; level of theory: ωB97M-V/def2-TZVPD.

The value obtained for the lowest unoccupied orbital energy is 0.47 eV. Its SMILES is COc1ccc(Cn2nnnc2[C@H](c2cccs2)N2CCCCCC2)cc1. The molar mass is 383.5 g mol⁻¹.

Positions of all 52 atoms, in Å:
C (-6.32, -0.09, -1.07)
H (-6.26, 0.15, -2.14)
O (-5.60, 0.83, -0.29)
C (-4.26, 0.95, -0.49)
C (-3.61, 1.89, 0.30)
C (-2.25, 2.09, 0.18)
C (-1.50, 1.34, -0.72)
C (-2.16, 0.41, -1.52)
C (-3.53, 0.21, -1.41)
H (-4.00, -0.52, -2.05)
H (-1.60, -0.16, -2.24)
C (-0.01, 1.48, -0.90)
N (0.65, 2.21, 0.14)
C (1.66, 1.84, 0.97)
N (1.95, 2.86, 1.75)
N (1.12, 3.84, 1.40)
N (0.35, 3.48, 0.46)
C (2.44, 0.57, 0.94)
C (3.39, 0.68, -0.21)
C (4.68, 1.13, -0.17)
C (5.30, 1.16, -1.44)
C (4.47, 0.74, -2.43)
S (2.92, 0.30, -1.84)
H (4.68, 0.66, -3.48)
H (6.31, 1.48, -1.60)
H (5.16, 1.42, 0.74)
N (1.58, -0.61, 0.86)
C (2.36, -1.83, 0.79)
C (1.64, -2.95, 0.03)
C (0.29, -3.34, 0.63)
H (-0.05, -4.24, 0.12)
C (-0.76, -2.24, 0.45)
H (-1.75, -2.68, 0.41)
H (-0.58, -1.75, -0.51)
C (-0.76, -1.19, 1.56)
H (-1.39, -0.36, 1.23)
H (-1.22, -1.61, 2.45)
C (0.62, -0.65, 1.96)
H (1.03, -1.27, 2.77)
H (0.49, 0.35, 2.37)
H (0.40, -3.58, 1.69)
H (1.49, -2.63, -1.00)
H (2.30, -3.82, 0.03)
H (2.62, -2.19, 1.80)
H (3.30, -1.62, 0.26)
H (3.05, 0.57, 1.87)
H (0.45, 0.49, -0.93)
H (0.19, 1.99, -1.85)
H (-1.77, 2.83, 0.80)
H (-4.19, 2.46, 1.00)
H (-5.97, -1.12, -0.91)
H (-7.36, -0.01, -0.75)

***

Results for frontier orbital gap: 0.322 0.191 0.298 0.294 0.310 0.288 0.298 0.290 0.332 (in Eh, following the order of the records).
Results for energy above the lowest of the compared OMol25 structures with the same formula, charge and spin: 12.0 317.8 2093.4 457.9 2334.5 1798.1 1234.7 199.8 175.8 (in kJ/mol, following the order of the records).
Results for E_tot: -33920.4206 -26164.8618 -30241.0115 -31756.2471 -33784.5624 -50765.9032 -28583.7992 -58455.6943 -41477.4767 (in eV, following the order of the records).